#a
2 unconnected molecules or ions with the total composition CH2ClO2P. Source: the OMol25 dataset; level of theory: ωB97M-V/def2-TZVPD.

LUMO (spin up / spin down) in eV: -1.0 / -1.0
Kohn-Sham gap (spin up / spin down) in eV: 7.5 / 7.5
HOMO level (spin up / spin down) in eV: -8.5 / -8.5

Each line ends with the natural charge from an NBO analysis.
CARTESIAN COORDINATES (ANGSTROEM)
O  -0.06  -1.25  0.25  -0.95
C  1.21  0.37  0.25  0.63
H  -1.72  0.33  0.67  -0.10
Cl  2.79  0.03  0.02  0.17
P  -1.50  -0.76  -0.02  0.79
O  0.56  1.32  0.20  -0.43
H  -1.29  -0.03  -1.35  -0.11

#b
CH2ClO2P in the gas phase. Source: the OMol25 dataset; level of theory: ωB97M-V/def2-TZVPD.

LUMO in eV: 0.4
Kohn-Sham gap in eV: 11.0
HOMO level in eV: -10.5
Structure (SMILES): O=C(Cl)OP

Each line ends with the natural charge from an NBO analysis.
CARTESIAN COORDINATES (ANGSTROEM)
Cl  -2.17  -1.08  -0.59  0.08
O  0.18  -0.95  0.38  -0.82
H  1.41  0.82  0.90  -0.06
P  1.64  -0.30  0.04  0.69
H  1.02  0.51  -1.00  -0.07
C  -1.01  -0.10  0.07  0.69
O  -1.08  1.10  0.19  -0.50

#b ends up most stable, edging out the next structure by 212.2 kJ/mol.

#a
H3NO2Si in the gas phase. Source: the OMol25 dataset; level of theory: ωB97M-V/def2-TZVPD.

LUMO (spin up / spin down) in eV: -1.9 / -2.0
Kohn-Sham gap (spin up / spin down) in eV: 8.5 / 8.4
HOMO level (spin up / spin down) in eV: -10.4 / -10.4

Each line ends with the natural charge from an NBO analysis.
CARTESIAN COORDINATES (ANGSTROEM)
O  0.41  -1.33  -0.28  -1.08
N  -0.87  0.37  -0.43  -0.20
H  1.81  0.55  -0.43  -0.23
H  0.74  0.36  1.71  -0.21
O  -1.87  0.37  0.31  -0.24
H  -0.93  -0.39  -1.19  0.42
Si  0.71  0.07  0.30  1.55

#b
H3NO2Si in the gas phase. Source: the OMol25 dataset; level of theory: ωB97M-V/def2-TZVPD.

LUMO in eV: 0.3
Kohn-Sham gap in eV: 10.8
HOMO level in eV: -10.5
Structure (SMILES): O=[N+]([O-])[SiH3]

Each line ends with the natural charge from an NBO analysis.
CARTESIAN COORDINATES (ANGSTROEM)
H  -0.63  -0.87  -1.49  -0.16
O  -0.16  1.37  1.24  -0.42
H  -1.34  -1.08  0.89  -0.11
Si  -0.19  -0.83  -0.10  0.92
O  0.91  1.71  -0.64  -0.37
N  0.25  1.04  0.13  0.28
H  1.16  -1.34  -0.02  -0.14

#b ends up most stable, edging out the next structure by 23.3 kJ/mol.

#a
2 unconnected molecules or ions with the total composition CH2N2O2S. Source: the OMol25 dataset; level of theory: ωB97M-V/def2-TZVPD.

LUMO in eV: -1.1
Kohn-Sham gap in eV: 8.7
HOMO level in eV: -9.9

Each line ends with the natural charge from an NBO analysis.
CARTESIAN COORDINATES (ANGSTROEM)
O  1.84  -1.36  0.04  -0.41
H  -0.44  1.36  0.37  0.42
O  2.45  0.71  0.07  -0.32
S  -2.23  0.04  0.04  -0.02
C  -0.78  -0.69  0.12  -0.07
H  -0.74  -1.72  0.31  0.25
N  1.62  -0.14  0.06  0.63
N  0.27  0.14  0.11  -0.47

#b
CH2N2O2S in the gas phase. Source: the OMol25 dataset; level of theory: ωB97M-V/def2-TZVPD.

LUMO (spin up / spin down) in eV: -0.2 / -0.2
Kohn-Sham gap (spin up / spin down) in eV: 8.4 / 8.4
HOMO level (spin up / spin down) in eV: -8.6 / -8.6

Each line ends with the natural charge from an NBO analysis.
CARTESIAN COORDINATES (ANGSTROEM)
N  0.70  0.56  0.53  -0.06
H  -1.57  -2.16  -0.64  -0.01
O  0.90  -1.63  -0.40  -0.66
S  -0.33  -1.71  -1.57  1.36
C  0.99  -0.58  0.35  0.43
O  -0.52  -0.30  -1.67  -0.91
H  1.07  2.37  0.63  0.33
N  0.42  1.66  1.06  -0.47

#b ends up most stable, edging out the next structure by 16.0 kJ/mol.

#a
2 unconnected molecules or ions with the total composition CH2N2O2S. Source: the OMol25 dataset; level of theory: ωB97M-V/def2-TZVPD.

LUMO in eV: -0.5
Kohn-Sham gap in eV: 8.6
HOMO level in eV: -9.1
Structure (SMILES): [H]/N=[NH+]/[S-].O=C=O

Each line ends with the natural charge from an NBO analysis.
CARTESIAN COORDINATES (ANGSTROEM)
H  -1.43  -1.95  1.06  0.32
N  -1.67  -1.17  0.45  -0.37
S  -1.22  -0.10  -1.84  -0.01
O  1.41  3.13  0.45  -0.50
H  -0.39  -1.95  -0.86  0.39
N  -1.06  -1.19  -0.65  -0.33
C  1.92  2.12  0.62  1.02
O  2.45  1.12  0.79  -0.52

#b
CH2N2O2S in the gas phase. Source: the OMol25 dataset; level of theory: ωB97M-V/def2-TZVPD.

LUMO in eV: -0.2
Kohn-Sham gap in eV: 11.9
HOMO level in eV: -12.0
Structure (SMILES): N#CS(N)(=O)=O

Each line ends with the natural charge from an NBO analysis.
CARTESIAN COORDINATES (ANGSTROEM)
N  1.68  -2.23  -0.10  -0.36
O  0.56  1.28  1.25  -0.87
O  0.73  1.05  -1.28  -0.86
S  0.30  0.64  0.03  2.33
H  -1.73  -0.12  -0.86  0.45
N  -1.17  0.07  0.05  -1.08
H  -1.69  0.46  0.80  0.43
C  1.34  -1.16  0.11  -0.06

#a ends up most stable, edging out the next structure by 100.6 kJ/mol.